C18H22N6ReSbSe4 | ωB97M-V with the def2-TZVPD basis set

ORCA input file:
```
! wB97M-V def2-TZVPD RIJCOSX def2/J DEFGRID3
* xyz 2 1
Re -1.17397 0.54050 -1.13197
N -4.67210 -1.76301 -0.41525
C -3.58975 -1.60898 -1.15904
N -2.94563 -0.53071 -0.71547
C -3.72504 -0.07625 0.32124
N -4.78219 -0.80009 0.52964
C -3.28108 1.14725 0.97674
C -3.92141 1.80973 2.00524
N -3.44324 2.95599 2.48322
C -2.33890 3.44483 1.94193
C -1.66637 2.78976 0.91272
N -2.14147 1.63789 0.43812
H -5.38270 -2.48038 -0.48335
H -3.28985 -2.25156 -1.97103
H -4.83055 1.41373 2.44072
H -1.96356 4.38411 2.32804
H -0.75901 3.17555 0.46605
Se 1.59200 4.25553 -1.46075
Sb 2.59247 4.84715 -3.47013
Se 1.83805 1.09245 -3.30689
Se -0.45848 1.61306 -3.07078
Se 2.43713 2.64733 -4.87284
C 0.77166 1.20977 2.41381
C 1.70597 1.32878 1.20210
C 2.86893 2.26559 1.51444
C 2.14006 -0.05717 0.78318
C 3.32145 -0.61396 1.24345
C 3.67269 -1.91164 0.90787
C 2.84737 -2.68436 0.10435
C 1.65385 -2.19153 -0.39763
C 0.80178 -3.10286 -1.25762
C -0.53089 -3.43320 -0.58254
C 0.63417 -2.61297 -2.69754
C 1.32428 -0.86406 -0.04343
N 0.19267 -0.26548 -0.57534
H 0.42419 2.19402 2.73487
H 1.30453 0.76290 3.25427
H -0.09598 0.57744 2.20622
H 1.15434 1.76873 0.36159
H 3.39450 1.97051 2.42328
H 2.49416 3.27667 1.67796
H 3.58652 2.30161 0.69450
H 3.97674 -0.03273 1.87590
H 4.59833 -2.32952 1.28103
H 3.13831 -3.69705 -0.14259
H 1.35960 -4.03930 -1.31501
H -1.12937 -2.53448 -0.42492
H -0.37463 -3.90011 0.38987
H -1.10103 -4.12855 -1.20160
H 0.00924 -1.72062 -2.76856
H 0.16215 -3.39199 -3.29747
H 1.60005 -2.38834 -3.15057
*
```

**Lowest unoccupied orbital energy**: -7.80 eV
**Highest occupied orbital energy**: -13.60 eV
**M**: 946.22 g mol⁻¹
**Relative energy (zero: lowest compared OMol25 entry of this formula, charge and spin)**: 19.7 kcal/mol
**Kohn-Sham gap**: 5.80 eV